1.
Computed, not measured: a single C4H9NO3 molecule at a distorted geometry, with wB97M-V/def2-TZVPD.

Output
* SMILES string: CO[C@H](CN)C(=O)O
* gap between HOMO and LUMO: 9.568 eV
* energy above the lowest of the compared OMol25 structures with the same formula, charge and spin: 443.4 kJ/mol
* lowest unoccupied orbital energy: 0.526 eV

ORCA input file:
```
! wB97M-V def2-TZVPD RIJCOSX def2/J DEFGRID3
* xyz 0 1
C -2.1536 0.8086 -0.1303
O -1.3279 -0.4715 0.0842
C 0.0748 -0.1869 0.4224
C 0.8690 0.4326 -0.6753
N 2.1591 0.8065 -0.3631
C 0.7282 -1.5456 0.4524
O 1.8908 -1.6970 0.3093
O -0.2899 -2.4601 0.8550
H -3.0635 0.1400 -0.5399
H -1.7930 1.5110 -1.0567
H -2.1980 1.4100 0.7481
H 0.2469 0.3325 1.2549
H 0.8124 -0.1192 -1.7259
H 0.4923 1.4925 -0.9228
H 1.9276 1.3006 0.6361
H 2.7905 -0.0266 -0.2514
H -1.1656 -1.7273 0.9028
*
```

These are the natural (NBO) partial charges, in e, on atoms 1 to 2: number 1, C, carries -0.275; number 2, O, carries -0.574

2.
Computed, not measured: a single C3H8BNO molecule at a distorted geometry, with wB97M-V/def2-TZVPD.

Output
* SMILES string: C/C=C/B(N)O
* gap between HOMO and LUMO: 9.951 eV
* energy above the lowest of the compared OMol25 structures with the same formula, charge and spin: 0.0 kJ/mol
* lowest unoccupied orbital energy: 0.573 eV

ORCA input file:
```
! wB97M-V def2-TZVPD RIJCOSX def2/J DEFGRID3
* xyz 0 1
C 2.6181 0.0935 -0.0089
C 1.1750 0.5016 -0.1377
C 0.1027 -0.3513 -0.2036
B -1.3997 0.0737 -0.1103
N -2.3174 -0.9283 0.1622
O -2.0310 1.4205 -0.3474
H 3.0436 0.4689 0.8972
H 3.1105 0.5430 -0.9293
H 2.6309 -1.0108 -0.0817
H 0.8619 1.5013 -0.3389
H 0.3562 -1.4445 -0.0684
H -2.0977 -1.7178 0.7449
H -3.1901 -0.5188 0.3776
H -2.8630 1.3689 0.0441
*
```

These are the natural (NBO) partial charges, in e, on atoms 1 to 2: number 1, C, carries -0.655; number 2, C, carries -0.086

3.
Computed, not measured: a single C4H7NS2 molecule at a distorted geometry, with wB97M-V/def2-TZVPD.

Output
* gap between HOMO and LUMO (alpha / beta): 7.731 / 7.387 eV
* energy above the lowest of the compared OMol25 structures with the same formula, charge and spin: 307.9 kJ/mol
* lowest unoccupied orbital energy (alpha / beta): -1.032 / -0.447 eV

ORCA input file:
```
! wB97M-V def2-TZVPD RIJCOSX def2/J DEFGRID3
* xyz 0 1
C 2.0842 -1.3578 0.1206
C 1.7687 -0.4517 -1.0087
C -2.2416 0.8739 0.0505
C -0.9917 0.1796 0.5516
N 1.6595 -1.4798 1.2475
S 1.6394 1.2117 -0.7352
S 0.3713 1.3604 0.8812
H 2.9454 -1.9223 -0.2668
H 2.2156 -0.6617 -1.9688
H -2.4831 1.7321 0.6719
H -2.1185 1.2064 -0.9796
H -3.0785 0.1776 0.0864
H -0.6130 -0.5540 -0.1582
H -1.1577 -0.3144 1.5076
*
```

These are the natural (NBO) partial charges, in e, on atoms 1 to 2: number 1, C, carries -0.110; number 2, C, carries -0.512

4.
Computed, not measured: a single C21H28N2O2 molecule, with wB97M-V/def2-TZVPD.

Output
* SMILES string: CCN(CC)CCC/C(=N\O)C(O)(c1ccccc1)c1ccccc1
* gap between HOMO and LUMO: 9.386 eV
* energy above the lowest of the compared OMol25 structures with the same formula, charge and spin: 351.2 kJ/mol
* lowest unoccupied orbital energy: 0.746 eV

ORCA input file:
```
! wB97M-V def2-TZVPD RIJCOSX def2/J DEFGRID3
* xyz 0 1
C 0.1561 -2.3198 -3.4486
C 0.0292 -1.0251 -2.6399
N -1.2089 -0.8581 -1.8858
C -2.3811 -0.6732 -2.7422
C -3.1340 0.6153 -2.4153
C -1.3784 -1.8834 -0.8645
C -2.4190 -1.5484 0.2071
C -2.1521 -0.2560 0.9926
C -0.7492 -0.1908 1.5178
N -0.3459 -0.8162 2.5435
O -1.2933 -1.6254 3.1883
C 0.2438 0.7335 0.8207
O -0.3445 1.3393 -0.3058
C 1.5483 0.0561 0.3987
C 2.3561 0.7711 -0.4804
C 3.5490 0.2413 -0.9337
C 3.9541 -1.0145 -0.5132
C 3.1613 -1.7268 0.3688
C 1.9665 -1.1950 0.8259
C 0.5974 1.8290 1.8253
C 0.0740 3.1044 1.6840
C 0.3905 4.0928 2.6003
C 1.2282 3.8128 3.6645
C 1.7497 2.5373 3.8090
C 1.4377 1.5487 2.8947
H -0.6789 -2.4395 -4.1357
H 1.0762 -2.2932 -4.0263
H 0.1917 -3.1846 -2.7911
H 0.1132 -0.1669 -3.3126
H 0.8622 -0.9736 -1.9337
H -2.0569 -0.6162 -3.7846
H -3.0613 -1.5303 -2.6593
H -3.6308 0.5532 -1.4524
H -2.4436 1.4544 -2.3961
H -3.8888 0.8004 -3.1763
H -0.4069 -2.0199 -0.3806
H -1.6692 -2.8497 -1.3117
H -3.4117 -1.4846 -0.2417
H -2.4281 -2.3834 0.9110
H -2.3483 0.6199 0.3777
H -2.8266 -0.2436 1.8535
H -0.8269 -1.9383 3.9750
H -0.6364 0.6324 -0.9204
H 2.0288 1.7460 -0.8094
H 4.1642 0.8095 -1.6159
H 4.8843 -1.4338 -0.8676
H 3.4722 -2.7052 0.7057
H 1.3640 -1.7547 1.5238
H -0.5749 3.3175 0.8495
H -0.0216 5.0845 2.4811
H 1.4749 4.5839 4.3799
H 2.4051 2.3129 4.6380
H 1.8385 0.5539 3.0086
*
```

These are the natural (NBO) partial charges, in e, on atoms 1 to 2: number 1, C, carries -0.635; number 2, C, carries -0.213